10 unconnected molecules or ions with the total composition C68H148F6N8O6S2, computed with ωB97M-V/def2-TZVPD.

Cartesian coordinates (Å):
C1 6.1746 7.3675 -17.7098
C2 7.3807 6.6900 -18.3970
C3 7.0340 6.8420 -19.9357
N1 8.1975 6.4749 -20.9168
C4 9.3169 7.4876 -20.7467
C5 8.7985 5.0654 -20.6542
C6 7.7658 4.1034 -21.1511
C7 6.8532 4.8861 -22.1762
C8 7.5758 6.2412 -22.3009
H1 6.2596 7.3904 -16.6234
H2 5.3095 6.7050 -17.7368
H3 5.9168 8.3144 -18.1842
H4 7.3543 5.6764 -17.9970
H5 8.2912 7.1730 -18.0425
H6 6.7700 7.8210 -20.3356
H7 6.1609 6.2167 -20.1225
H8 9.6471 7.3643 -19.7152
H9 8.9876 8.5076 -20.9449
H10 10.1221 7.2337 -21.4361
H11 9.8144 4.9511 -21.0325
H12 8.9733 4.9257 -19.5874
H13 8.2719 3.2170 -21.5335
H14 7.0948 3.6814 -20.4029
H15 6.9500 4.2784 -23.0759
H16 5.8075 4.8722 -21.8690
H17 8.4739 6.1448 -22.9110
H18 6.9850 7.0759 -22.6782
C9 -8.0110 14.1429 -4.8264
C10 -6.5710 14.4384 -5.0151
C11 -5.8318 14.6734 -3.6637
N2 -4.4600 15.4007 -3.7498
C12 -3.4132 14.7538 -4.5979
C13 -3.9283 15.6858 -2.3918
C14 -3.1291 16.9472 -2.5383
C15 -3.6869 17.7251 -3.6793
C16 -4.7793 16.8906 -4.1800
H19 -8.4401 14.0135 -5.8199
H20 -8.4570 15.0990 -4.5525
H21 -8.2503 13.3371 -4.1325
H22 -6.4442 15.3100 -5.6572
H23 -6.0468 13.6639 -5.5750
H24 -5.6238 13.7993 -3.0466
H25 -6.4666 15.2634 -3.0026
H26 -3.1483 13.7278 -4.3426
H27 -2.6045 15.4580 -4.4023
H28 -3.5818 14.6825 -5.6724
H29 -3.4141 14.7631 -2.1229
H30 -4.7913 15.8518 -1.7470
H31 -2.0807 16.7544 -2.7660
H32 -3.2338 17.5209 -1.6175
H33 -3.1111 17.8687 -4.5937
H34 -4.0767 18.6780 -3.3214
H35 -4.8090 17.0127 -5.2628
H36 -5.6419 17.3102 -3.6624
C17 -0.3169 2.3729 -15.8990
C18 -0.5967 1.6102 -17.1908
C19 -0.1048 0.1432 -17.2706
N3 -0.1717 -0.5267 -18.6595
C20 0.7251 0.3537 -19.5659
C21 -1.5619 -0.6137 -19.2577
C22 -1.5982 -1.9449 -20.0546
C23 -0.1948 -2.5822 -19.9080
C24 0.3458 -2.0016 -18.5531
H37 -1.2019 2.5528 -15.2887
H38 -0.0454 3.3867 -16.1934
H39 0.5053 2.0369 -15.2672
H40 -0.4124 2.2284 -18.0695
H41 -1.6807 1.5025 -17.1547
H42 -0.7259 -0.4404 -16.5912
H43 0.9189 0.1174 -16.8970
H44 0.3550 1.3267 -19.8887
H45 0.7826 -0.0264 -20.5859
H46 1.7178 0.4479 -19.1256
H47 -1.8199 0.1132 -20.0278
H48 -2.3500 -0.5772 -18.5056
H49 -1.8204 -1.6130 -21.0688
H50 -2.4444 -2.6092 -19.8791
H51 0.6061 -2.3210 -20.5996
H52 -0.1730 -3.6672 -19.8059
H53 1.4275 -2.0838 -18.4464
H54 -0.0911 -2.4782 -17.6756
C25 -2.1840 17.2793 -18.1666
C26 -1.7583 15.9000 -17.5558
C27 -1.8121 15.9080 -16.0138
N4 -0.8559 14.8541 -15.4657
C28 -1.3533 13.4712 -15.4735
C29 0.5403 14.7431 -16.1559
C30 1.6502 14.8113 -15.0922
C31 0.9847 15.7028 -14.0734
C32 -0.4935 15.2335 -13.9993
H55 -2.3138 17.1531 -19.2415
H56 -1.4016 18.0358 -18.2279
H57 -3.0563 17.6806 -17.6507
H58 -0.8299 15.7071 -18.0933
H59 -2.3117 15.0182 -17.8786
H60 -2.7631 15.7951 -15.4932
H61 -1.3813 16.8789 -15.7695
H62 -1.5705 13.0930 -16.4725
H63 -2.3457 13.5934 -15.0395
H64 -0.6796 12.7499 -15.0110
H65 0.6880 13.8697 -16.7911
H66 0.6774 15.6238 -16.7834
H67 1.8437 13.8419 -14.6330
H68 2.5297 15.2647 -15.5492
H69 1.3780 15.4470 -13.0895
H70 1.2691 16.7164 -14.3555
H71 -0.5839 14.3077 -13.4310
H72 -1.1917 15.8861 -13.4751
C33 8.5256 7.7243 -9.4832
C34 9.0991 8.8256 -8.6139
C35 8.2834 10.1087 -8.7887
N5 8.4803 11.1808 -7.6576
C36 10.0376 11.4827 -7.4670
C37 7.8322 10.8214 -6.3176
C38 7.5772 12.1943 -5.6329
C39 7.4296 13.2718 -6.7144
C40 7.6510 12.4343 -8.0129
H73 7.6782 7.3099 -8.9370
H74 9.3008 6.9602 -9.4260
H75 8.1864 7.9910 -10.4842
H76 10.0904 9.0731 -8.9937
H77 9.0461 8.4343 -7.5979
H78 7.2249 9.8724 -8.8978
H79 8.6034 10.6669 -9.6685
H80 10.5820 10.5859 -7.1715
H81 10.0044 12.1403 -6.5982
H82 10.4653 11.9127 -8.3726
H83 8.3836 10.2161 -5.5981
H84 6.8900 10.3170 -6.5319
H85 8.1918 12.5212 -4.7941
H86 6.6746 12.0434 -5.0408
H87 8.2206 14.0125 -6.5971
H88 6.4815 13.8065 -6.6581
H89 8.0369 12.8843 -8.9276
H90 6.6259 12.1251 -8.2167
C41 -7.4239 6.3857 -13.5897
C42 -8.4686 6.8502 -12.5480
C43 -9.4426 5.7620 -12.1472
N6 -10.5901 6.1096 -11.1423
C44 -11.7232 6.9442 -11.8626
C45 -11.2545 4.8581 -10.4582
C46 -10.7550 4.7605 -8.9897
C47 -9.6291 5.7962 -8.8883
C48 -10.1684 6.8940 -9.8764
H91 -7.8779 6.3819 -14.5807
H92 -7.1871 5.3557 -13.3230
H93 -6.5110 6.9724 -13.6920
H94 -8.9533 7.7908 -12.8098
H95 -7.8632 7.0915 -11.6742
H96 -9.0556 4.9044 -11.5968
H97 -9.9340 5.3893 -13.0459
H98 -11.1939 7.8899 -11.9792
H99 -12.5913 7.2033 -11.2566
H100 -12.0144 6.5414 -12.8327
H101 -12.3336 4.9169 -10.6003
H102 -10.9406 4.0267 -11.0894
H103 -11.5764 4.9535 -8.2997
H104 -10.4259 3.7467 -8.7617
H105 -9.4577 6.2450 -7.9099
H106 -8.7393 5.3630 -9.3450
H107 -11.0613 7.3208 -9.4196
H108 -9.4978 7.7065 -10.1560
C49 3.2974 7.3840 6.8282
C50 2.7869 6.0401 6.2261
C51 3.4144 5.5331 4.9201
N7 2.6862 5.8782 3.6235
C52 3.4670 5.2040 2.4163
C53 3.0027 5.6391 1.0087
C54 2.9717 7.1213 0.8873
C55 2.0977 7.7812 1.9974
C56 2.4634 7.3924 3.4796
C57 1.3304 5.1271 3.6666
H109 2.8037 7.5546 7.7849
H110 3.0100 8.2532 6.2366
H111 4.3851 7.3794 6.8990
H112 1.7148 5.9887 6.4160
H113 3.0170 5.1920 6.8710
H114 3.5334 4.4509 4.9733
H115 4.4135 5.9657 4.9740
H116 4.4905 5.5111 2.6315
H117 3.4924 4.1443 2.6700
H118 3.6903 5.3849 0.2020
H119 2.1007 5.0674 0.7906
H120 3.8591 7.7536 0.9160
H121 2.6476 7.2865 -0.1402
H122 1.8859 8.8191 1.7407
H123 1.0364 7.5483 1.9105
H124 3.4378 7.8019 3.7460
H125 1.7978 7.5347 4.3309
H126 0.6427 5.4588 4.4444
H127 1.4723 4.1163 4.0490
H128 0.7314 5.0860 2.7569
C58 0.2068 1.3141 -5.2271
C59 1.4530 1.2624 -6.1096
C60 1.9788 -0.1407 -6.2292
N8 3.3349 -0.3336 -6.9219
C61 3.7416 -1.7847 -6.9269
C62 5.0834 -2.0397 -7.6255
C63 6.1186 -1.2568 -6.8438
C64 5.7773 0.2046 -6.4672
C65 4.3276 0.4468 -6.0499
C66 3.1848 0.3213 -8.3308
H129 -0.1503 2.3440 -5.2323
H130 0.3042 1.0502 -4.1740
H131 -0.6252 0.7526 -5.6521
H132 2.2041 1.9961 -5.8169
H133 1.1519 1.6931 -7.0645
H134 1.3133 -0.8453 -6.7280
H135 2.1785 -0.6609 -5.2924
H136 3.7979 -2.1062 -5.8870
H137 3.0369 -2.5278 -7.3002
H138 5.3363 -3.0984 -7.6846
H139 4.9958 -1.6976 -8.6567
H140 6.5306 -1.8222 -6.0079
H141 6.9770 -1.1631 -7.5090
H142 6.4460 0.5115 -5.6630
H143 6.0912 0.8526 -7.2855
H144 4.3224 0.1373 -5.0048
H145 4.1722 1.5218 -5.9591
H146 2.4805 -0.3666 -8.7986
H147 4.1645 0.1884 -8.7898
H148 2.9085 1.3704 -8.2249
C67 -6.0203 8.1824 0.2894
F1 -5.1413 8.5462 -0.5652
F2 -7.2625 8.4066 -0.2243
F3 -5.9767 6.9336 0.5422
S1 -5.8184 9.2598 1.9152
O1 -6.9859 8.9106 2.7690
O2 -4.4798 8.9113 2.5251
O3 -5.9114 10.6832 1.5308
C68 -1.4992 8.7449 -8.5701
F4 -2.1375 9.6100 -9.3620
F5 -1.8789 8.8640 -7.3597
F6 -1.6875 7.4290 -8.9208
S2 0.3946 9.0009 -8.6391
O4 0.6187 9.3238 -10.0780
O5 0.7404 10.1792 -7.8631
O6 0.9440 7.7266 -8.0818

Atoms 1-6, force components in eV/Å:
-0.3 -0.8 0.4
-1.4 1.2 -0.5
1.7 -1.1 0.4
-0.3 -0.9 0.8
-0.5 -0.5 -0.4
-0.4 0.6 1.6

Summary:
Largest force on an atom, eV Å⁻¹: 5.153
Total charge: +6
Energy relative to the best compared isomer or geometry (same formula, charge and spin), kcal per mole: 0.0
2S+1: 1

These are the Löwdin partial charges, in e, on atoms 1 to 5: C -0.110; C -0.196; C -0.082; N -0.250; C 0.038